Run 1
8
Properties=species:S:1:pos:R:3:nbo_charge:R:1 method="wB97M-V/def2-TZVPD" homo_ev="-9.71 / -8.26" gap_ev="8.75 / 4.93" total_charge=0
C 0.082 -0.834 0.580 -0.74
O 1.710 -0.392 -1.548 -0.84
S 0.612 0.858 0.806 0.00
S 1.910 0.873 -0.913 0.89
I -4.148 2.979 -0.687 0.00
H -0.176 -0.999 -0.424 0.24
H -0.752 -0.943 1.282 0.23
H 0.762 -1.542 0.903 0.22

Run 2
8
Properties=species:S:1:pos:R:3:nbo_charge:R:1 method="wB97M-V/def2-TZVPD" homo_ev="-8.37 / -8.37" gap_ev="6.29 / 6.29" total_charge=0
C -1.200 -0.016 -0.030 -0.26
O -0.506 -1.240 -0.299 -0.65
S 0.734 -1.587 0.693 0.38
S 2.287 2.025 0.281 -0.55
I 2.685 -0.130 -0.454 0.48
H -2.250 -0.094 0.083 0.19
H -0.918 0.465 -0.984 0.20
H -0.833 0.577 0.710 0.20

How do the energies compare? Relative to the most stable structure, in eV: run 1 0.000; run 2 1.032.